Record 1
Entry from the Open Molecules 2025 dataset: CH6N2S in the gas phase at a distorted geometry (ωB97M-V/def2-TZVPD).

Values from the calculation:
Multiplicity ... 1
Lowest unoccupied orbital energy ... 0.808 eV
Relative energy (zero: lowest compared OMol25 entry of this formula, charge and spin) ... 208.4 kJ/mol

Structure (XYZ):
```
10
CH6N2S | the Open Molecules 2025 dataset | ωB97M-V/def2-TZVPD
C 0.6902 -1.1190 -0.2220
N -0.5047 -0.0434 1.4891
N -0.1500 1.3317 -0.8885
S -0.7910 -0.1018 -0.0174
H 1.3334 -0.6800 0.4086
H 0.9498 -1.1707 -1.3014
H 0.5542 -2.1453 0.0720
H -1.2369 0.1273 2.1517
H -0.8557 1.6580 -1.4540
H 0.0107 2.1432 -0.2381
```


Record 2
Entry from the Open Molecules 2025 dataset: C45H58NOP2S5SeSi4TeTl as an isolated structure (ωB97M-V/def2-TZVPD).

Values from the calculation:
Multiplicity ... 1
Lowest unoccupied orbital energy ... 3.716 eV
Relative energy (zero: lowest compared OMol25 entry of this formula, charge and spin) ... 302.3 kJ/mol
Net charge ... -2

Structure (XYZ):
```
119
C45H58NOP2S5SeSi4TeTl | the Open Molecules 2025 dataset | ωB97M-V/def2-TZVPD
Tl -0.4354 0.5348 -2.0523
O 1.7138 -3.4545 0.0924
S 1.5861 -1.9527 0.0975
C 2.8345 -1.3562 -1.1069
C 3.0180 -2.3171 -2.0944
C 3.8298 -2.0732 -3.1911
C 4.4760 -0.8565 -3.2947
C 4.2969 0.0964 -2.3020
C 3.4725 -0.1089 -1.1954
P 3.3592 1.2591 0.0674
C 2.8018 2.7259 -0.8774
C 2.7377 3.9401 -0.0290
C 2.4038 5.2448 -0.6788
C 2.1265 5.2180 -2.1204
C 2.0981 4.0617 -2.7937
C 2.4537 2.7974 -2.1686
C 5.1988 1.7414 -0.0166
C 6.0953 0.9571 0.7162
C 7.4437 1.2673 0.8002
C 7.9384 2.4018 0.1663
C 7.0678 3.2004 -0.5585
C 5.7188 2.8689 -0.6537
C 2.3321 -1.5131 1.6742
C 3.6734 -1.8158 1.8726
C 4.2416 -1.6492 3.1233
C 3.4632 -1.1741 4.1725
C 2.1172 -0.9175 3.9710
C 1.5205 -1.1080 2.7256
P -0.3069 -0.9400 2.4901
C -0.8546 -2.4082 3.4655
C -0.0780 -3.5645 3.5447
C -0.5830 -4.7241 4.1204
C -1.8740 -4.7540 4.6256
C -2.6645 -3.6147 4.5377
C -2.1623 -2.4607 3.9565
C -0.6503 0.4457 3.6603
C -0.8804 0.2963 5.0299
C -1.1244 1.3991 5.8361
C -1.1359 2.6751 5.2847
C -0.9039 2.8374 3.9268
C -0.6660 1.7318 3.1192
H 2.5048 -3.2628 -1.9965
H 3.9306 -2.8261 -3.9627
H 5.1081 -0.6336 -4.1458
H 4.8103 1.0445 -2.3952
H 3.4286 3.9649 0.8066
H 2.8685 6.1382 -0.2798
H 1.9084 6.1556 -2.6168
H 1.8233 4.0518 -3.8412
H 2.4419 1.9073 -2.7846
H 5.7206 0.0855 1.2330
H 8.1104 0.6288 1.3697
H 8.9891 2.6573 0.2375
H 7.4366 4.0857 -1.0640
H 5.0684 3.4928 -1.2574
H 4.2604 -2.1861 1.0399
H 5.2908 -1.8726 3.2771
H 3.9009 -1.0142 5.1507
H 1.5156 -0.5697 4.8025
H 0.9269 -3.5684 3.1401
H 0.0391 -5.6098 4.1653
H -2.2661 -5.6583 5.0751
H -3.6799 -3.6256 4.9160
H -2.7967 -1.5848 3.8807
H -0.8825 -0.6909 5.4733
H -1.3043 1.2606 6.8959
H -1.3246 3.5375 5.9131
H -0.9069 3.8252 3.4811
H -0.4626 1.8677 2.0592
S 0.5247 0.8860 0.1086
S 1.0919 4.5752 0.4313
S -2.4622 4.2467 -1.8259
S -2.7156 2.2525 -1.9475
N -1.6428 -1.7158 -1.2490
H -1.9448 -1.7080 -0.2815
H -0.9373 -2.4319 -1.3727
H -2.4209 -1.9238 -1.8624
Se -0.2847 -0.3166 -4.3521
C -8.2781 0.2681 2.0122
Si -6.5143 -0.0044 1.3991
C -6.5196 -1.5059 0.2658
C -5.4647 -0.4165 2.9066
Si -5.6092 1.8223 0.2599
Te -3.1617 1.2674 0.2699
Si -5.9231 3.7440 1.5371
C -7.7534 4.1978 1.6411
C -5.3276 3.3824 3.2839
C -4.9744 5.1932 0.8482
Si -6.5165 1.9258 -1.8853
C -8.3879 1.7235 -1.6857
C -6.2138 3.5826 -2.6893
C -5.9225 0.5187 -2.9640
H -8.6646 -0.6524 2.4634
H -8.9498 0.5590 1.1998
H -8.3123 1.0553 2.7714
H -6.5832 -2.4318 0.8463
H -5.6028 -1.5410 -0.3293
H -7.3671 -1.4750 -0.4258
H -5.7186 -1.4082 3.2957
H -5.6136 0.3156 3.7049
H -4.3991 -0.4165 2.6586
H -8.3607 3.3327 1.9225
H -8.1240 4.5658 0.6797
H -7.9121 4.9830 2.3881
H -6.0174 2.7122 3.8059
H -5.2486 4.3092 3.8618
H -4.3427 2.9070 3.2698
H -5.3631 5.4961 -0.1277
H -3.9267 4.9254 0.6830
H -5.0227 6.0490 1.5307
H -8.8138 2.5262 -1.0752
H -8.6438 0.7704 -1.2132
H -8.8708 1.7516 -2.6691
H -6.7494 4.3720 -2.1517
H -6.5741 3.5665 -3.7236
H -5.1497 3.8431 -2.6881
H -6.2414 -0.4464 -2.5606
H -4.8341 0.5155 -3.0481
H -6.3414 0.6247 -3.9705
```


Record 3
Entry from the Open Molecules 2025 dataset: an isolated ion of composition C11H15O3 and charge +1 at a distorted geometry (ωB97M-V/def2-TZVPD).

Values from the calculation:
Multiplicity ... 1
Lowest unoccupied orbital energy ... -3.873 eV
Relative energy (zero: lowest compared OMol25 entry of this formula, charge and spin) ... 0.0 kJ/mol
Net charge ... +1

Structure (XYZ):
```
29
C11H15O3 | the Open Molecules 2025 dataset | ωB97M-V/def2-TZVPD
C -4.4340 -0.7346 -0.0393
C -3.8325 -0.3754 1.1753
C -3.8007 -0.3264 -1.1877
C -2.5637 0.1093 1.2158
C -2.5586 0.3141 -1.1747
C -1.9359 0.5146 0.0378
C 2.2046 -0.7061 0.1847
C 3.0926 -1.9461 0.2551
C -0.0204 1.5202 -0.6940
C 2.9967 0.5580 0.2625
C 2.1545 1.7701 0.3763
O 1.4283 -0.8057 -1.0145
O 1.1829 1.8599 -0.6322
O -0.6395 1.0508 0.2720
H -5.3810 -1.3849 -0.0619
H -4.2573 -0.7571 2.1831
H -4.2978 -0.4517 -2.0952
H -2.0436 0.4553 2.1474
H -2.0819 0.5940 -2.0283
H 2.4697 -2.8388 0.2854
H 3.6784 -1.9911 1.1528
H 3.7867 -2.1145 -0.6001
H 1.4776 -0.7399 0.9919
H -0.3794 1.8253 -1.7077
H 3.3823 0.5862 1.3059
H 3.7381 0.5608 -0.5103
H 1.7736 2.0299 1.3621
H 2.7223 2.6381 0.2287
H 2.1380 -1.2143 -1.6909
```


Record 4
Entry from the Open Molecules 2025 dataset: C41H50BN6RuS3 as an isolated structure at a distorted geometry (ωB97M-V/def2-TZVPD).

Values from the calculation:
Multiplicity ... 2
Lowest unoccupied orbital energy (spin up / spin down) ... -6.684 / -7.417 eV
Net charge ... +2

Structure (XYZ):
```
102
C41H50BN6RuS3 | the Open Molecules 2025 dataset | ωB97M-V/def2-TZVPD
Ru 0.0093 0.2914 -0.0955
C -4.9254 0.8771 -1.9365
C -4.4167 -0.2601 -1.1128
C -5.1145 -1.4079 -0.8761
C -4.5657 -2.4568 -0.0937
N -3.3827 -2.3381 0.4616
N -2.7102 -1.2083 0.2326
B -1.4136 -0.9181 1.0546
N -0.8025 -2.2416 1.5788
N -1.3522 -2.7744 2.6781
C -0.8516 -3.9064 3.1095
C 0.2083 -4.5470 2.4143
C 0.7652 -3.9938 1.2989
C 1.9076 -4.6028 0.5527
C 0.2108 -2.7512 0.9028
S 0.8398 -1.7907 -0.4043
C -1.4183 -4.5031 4.3855
C -2.4885 -3.5944 4.9828
C -0.2710 -4.6701 5.3925
C -2.0241 -5.8760 4.0614
N -1.8461 -0.0912 2.3085
N -3.1012 -0.1664 2.7336
C -3.4037 0.4627 3.8461
C -2.4035 1.1427 4.5844
C -1.1134 1.2200 4.1322
C -0.0204 1.9449 4.8484
C -0.8743 0.5903 2.8900
S 0.6188 0.6718 1.9862
C -4.8653 0.3835 4.2714
C -5.1608 1.3387 5.4274
C -5.1661 -1.0571 4.7013
C -5.7500 0.7515 3.0737
C -3.1293 -0.2086 -0.5265
S -2.0117 1.1115 -0.7691
C -5.3381 -3.7434 0.1271
C -4.5647 -4.7040 1.0226
C -6.6796 -3.3969 0.7885
C -5.5837 -4.4022 -1.2384
H -5.9248 0.6666 -2.3096
H -4.9564 1.7936 -1.3453
H -4.2675 1.0620 -2.7872
H -6.1016 -1.5312 -1.3017
H 0.6067 -5.4742 2.8042
H 2.2140 -5.5357 1.0194
H 1.6319 -4.8067 -0.4828
H 2.7576 -3.9191 0.5344
H -2.0638 -2.6527 5.3359
H -3.2645 -3.3527 4.2594
H -2.9501 -4.0982 5.8323
H 0.2076 -3.7142 5.6127
H -0.6618 -5.0719 6.3277
H 0.4931 -5.3643 5.0417
H -2.8366 -5.7920 3.3389
H -1.2816 -6.5685 3.6614
H -2.4250 -6.3191 4.9729
H -2.6678 1.6399 5.5068
H -0.4027 2.4493 5.7323
H 0.7634 1.2511 5.1573
H 0.4424 2.6832 4.1916
H -4.6185 1.0706 6.3357
H -4.9271 2.3741 5.1713
H -6.2225 1.2949 5.6684
H -4.5695 -1.3557 5.5654
H -6.2181 -1.1442 4.9746
H -4.9613 -1.7538 3.8868
H -5.5658 1.7741 2.7381
H -5.5794 0.0767 2.2347
H -6.7982 0.6789 3.3642
H -4.4237 -4.2948 2.0226
H -5.1267 -5.6344 1.1092
H -3.5806 -4.9367 0.6148
H -6.5328 -2.8690 1.7330
H -7.3126 -2.7831 0.1463
H -7.2293 -4.3147 0.9983
H -4.6432 -4.6635 -1.7259
H -6.1602 -5.3175 -1.1038
H -6.1503 -3.7569 -1.9112
C 6.4239 2.2328 -3.1908
C 5.3028 2.9981 -2.8959
C 4.1916 2.4351 -2.2670
C 4.1676 1.0824 -1.9240
C 5.3038 0.3298 -2.2162
C 6.4202 0.8923 -2.8440
C 3.0481 0.3953 -1.2558
C 1.8397 0.8638 -0.9913
C 1.1906 2.1587 -1.2742
C 0.7804 2.4441 -2.5977
C 0.2000 3.6530 -2.8914
C -0.0177 4.5909 -1.8741
C 0.3532 4.3180 -0.5716
C 0.9551 3.1017 -0.2605
H 7.2810 2.6770 -3.6767
H 5.2586 4.0506 -3.1405
H 3.3626 3.0965 -2.0511
H 5.3493 -0.7222 -1.9607
H 7.2660 0.2490 -3.0430
H 3.2778 -0.6250 -0.9571
H 0.9379 1.7037 -3.3714
H -0.0919 3.8784 -3.9080
H -0.4791 5.5395 -2.1147
H 0.1877 5.0481 0.2088
H 1.2725 2.8981 0.7507
```


Record 5
Entry from the Open Molecules 2025 dataset: C22H27N3O3 in the gas phase (ωB97M-V/def2-TZVPD).

Values from the calculation:
Multiplicity ... 1
Lowest unoccupied orbital energy ... 0.768 eV
Relative energy (zero: lowest compared OMol25 entry of this formula, charge and spin) ... 152.8 kJ/mol

Structure (XYZ):
```
55
C22H27N3O3 | the Open Molecules 2025 dataset | ωB97M-V/def2-TZVPD
C 3.6320 4.3437 -1.2022
C 2.1607 4.5708 -0.8908
O 1.7674 3.5909 0.0485
C 0.4432 3.4943 0.3865
C -0.5404 4.3939 0.0148
C -1.8525 4.1987 0.4230
C -2.1855 3.1095 1.2019
C -1.2102 2.2019 1.5834
C 0.1019 2.3813 1.1805
N 1.1453 1.5075 1.4968
C 1.0735 0.2832 2.0689
O 0.0866 -0.1630 2.6179
C 2.3946 -0.4894 1.9586
C 2.3844 -1.7579 2.8210
C 1.3717 -2.7838 2.3061
H 0.3680 -2.3997 2.4865
C 1.5759 -3.0217 0.8085
N 1.5533 -1.7782 0.0682
C 0.4149 -1.1537 -0.4031
O 0.4834 -0.0716 -0.9617
N -0.7528 -1.8400 -0.2951
H -0.8283 -2.6137 0.3415
C -1.9973 -1.2586 -0.7458
C -2.7768 -2.2213 -1.6002
C -2.1265 -2.9754 -2.5698
C -2.8324 -3.8642 -3.3592
C -4.1999 -4.0077 -3.1917
C -4.8558 -3.2578 -2.2311
C -4.1470 -2.3723 -1.4375
H -4.6625 -1.7904 -0.6866
H -5.9222 -3.3653 -2.0960
H -4.7522 -4.7013 -3.8086
H -2.3162 -4.4453 -4.1096
H -1.0607 -2.8560 -2.7003
H -1.7230 -0.3692 -1.3242
H -2.6004 -0.9344 0.1112
C 2.6141 -0.8868 0.4855
H 3.5732 -1.4021 0.3756
H 2.5964 -0.0189 -0.1755
H 2.5653 -3.4653 0.6417
H 0.8376 -3.7167 0.4047
H 1.4870 -3.7233 2.8494
H 3.3870 -2.1943 2.8087
H 2.1385 -1.4949 3.8510
H 3.2089 0.1672 2.2833
H 2.0087 1.7726 1.0409
H -1.4600 1.3460 2.1869
H -3.2067 2.9589 1.5173
H -2.6089 4.9086 0.1235
H -0.2995 5.2513 -0.5938
H 1.5599 4.4762 -1.8047
H 2.0126 5.5759 -0.4714
H 3.7725 3.3517 -1.6232
H 3.9768 5.0853 -1.9169
H 4.2224 4.4245 -0.2930
```